Record 1
DFT (the ωB97M-V functional and the def2-TZVPD basis) results for a structure of composition C37H37F3O2P2Re at a distorted geometry.

Computed properties:
- relative energy (zero: lowest compared OMol25 entry of this formula, charge and spin) (kcal per mole) = 47.6
- HOMO-LUMO gap (spin up / spin down) (eV) = 6.93 / 6.35
- F_max (hartree/bohr) = 0.1982

ORCA input file:
```
! RIJCOSX wB97M-V def2-TZVPD def2/J DEFGRID3
* xyz 2 4
Re -1.62782 1.01713 -1.75831
C -2.82662 1.26158 -3.18818
C -2.26707 -0.20298 -3.07962
C -1.23951 -0.66203 -4.11221
C 0.20345 -0.10389 -3.74583
C 0.12812 0.63467 -2.42689
C -0.24065 2.13715 -2.46006
C -0.77114 2.73330 -3.74118
C -2.16747 2.15724 -4.21196
C 2.09920 0.18510 2.86627
H -3.91028 1.34988 -3.11686
H -2.94849 -1.00333 -2.77504
H -1.56855 -0.46497 -5.14632
H -1.15539 -1.75656 -4.03958
H 0.86203 -0.97544 -3.57606
H 0.67521 0.49643 -4.54829
H 0.88843 0.36064 -1.68832
H 0.56516 2.70651 -1.98671
H 0.02665 2.70534 -4.48797
H -0.92551 3.80735 -3.58356
H -2.82058 3.02624 -4.38459
H -2.17414 1.62065 -5.16521
H 1.35295 0.96476 2.66788
H 2.87773 0.56970 3.53925
H 1.60558 -0.67600 3.33530
P -0.80725 -1.79752 0.88851
P 2.84070 -0.28446 1.30478
C 0.85432 -2.23600 1.26149
C 1.73342 -1.40575 0.48165
C -2.20774 -2.91915 0.74644
C -2.60250 -3.35793 -0.55677
C -3.59977 -4.32377 -0.70003
C -4.30979 -4.77613 0.43250
C -3.84910 -4.41798 1.72858
C -2.87323 -3.42009 1.87955
C -2.82504 1.64523 -0.14779
C -2.55513 2.98144 0.16683
C -3.57053 3.73272 0.77390
C -4.81392 3.12112 1.03165
C -5.01850 1.74486 0.80599
C -3.98570 0.97056 0.25509
C 4.36767 -1.14274 1.73746
C 4.23008 -2.39514 2.35764
C 5.36725 -3.12124 2.71319
C 6.63711 -2.60739 2.42637
C 6.77079 -1.36616 1.79645
C 5.63871 -0.62488 1.44693
C 3.18473 1.20410 0.35073
C 2.76400 2.47536 0.78382
C 2.97322 3.58900 -0.03309
C 3.63286 3.44701 -1.25913
C 4.01620 2.17990 -1.71148
C 3.80141 1.05959 -0.90428
H 1.09136 -3.27901 1.56851
H 1.70629 -1.38288 -0.67592
H -2.07593 -2.91814 -1.41273
H -3.81483 -4.76496 -1.68029
H -5.19602 -5.42995 0.27963
H -4.22283 -4.92549 2.63775
H -2.58742 -3.03245 2.86501
H -1.57770 3.38634 -0.09045
H -3.36295 4.78623 1.04326
H -5.63193 3.72034 1.44411
H -5.97195 1.25775 1.08740
H -4.03952 -0.10873 0.12633
H 3.22888 -2.79804 2.52782
H 5.26308 -4.09164 3.19919
H 7.52850 -3.18275 2.68200
H 7.76661 -0.98602 1.56756
H 5.73344 0.33659 0.93963
H 2.28813 2.58264 1.75964
H 2.63261 4.57615 0.28975
H 3.85321 4.33291 -1.85708
H 4.49074 2.06278 -2.68817
H 4.11276 0.06503 -1.23341
F -1.79177 0.30155 5.43324
C -1.95611 0.43546 4.10280
F -3.28415 0.31475 3.82124
F -1.58289 1.69650 3.75453
C -1.17013 -0.68371 3.34039
O -0.63114 -1.60172 3.91789
O -1.23386 -0.51257 2.00740
*
```

=====

Record 2
DFT (the ωB97M-V functional and the def2-TZVPD basis) results for the molecule C5H6N2O at a distorted geometry.

Computed properties:
- SMILES = C[C@]1([C@H]2NC2=O)C=N1
- relative energy (zero: lowest compared OMol25 entry of this formula, charge and spin) (kcal per mole) = 98.1
- HOMO-LUMO gap (eV) = 9.49
- F_max (hartree/bohr) = 0.0742

ORCA input file:
```
! RIJCOSX wB97M-V def2-TZVPD def2/J DEFGRID3
* xyz 0 1
C -1.84024 0.09181 -0.22254
N 1.35317 -1.27516 -0.74689
C 2.00712 -0.44613 0.11019
C -0.40612 0.44635 0.00132
C 0.55680 -0.64878 0.31480
C -0.00710 1.80602 0.19086
N 0.43103 1.55192 -0.94881
O 2.97404 -0.52980 0.82448
H 1.63638 -2.24808 -0.67920
H 0.27165 -1.33304 1.10743
H -0.30898 2.59787 0.87960
H -2.21330 0.49695 -1.17033
H -1.99180 -0.99186 -0.24987
H -2.46265 0.48194 0.58895
*
```

=====

Record 3
DFT (the ωB97M-V functional and the def2-TZVPD basis) results for a cluster of 2 separate species, C22H24NO2S in total at a distorted geometry.

Computed properties:
- HOMO-LUMO gap (eV) = 6.79
- F_max (hartree/bohr) = 0.0932

ORCA input file:
```
! RIJCOSX wB97M-V def2-TZVPD def2/J DEFGRID3
* xyz 1 1
C -3.47801 -1.32939 -2.42119
C -2.07090 -1.95972 -1.94437
C -1.23938 -2.97453 -2.78228
C 0.12317 -3.53182 -2.28149
C 0.65078 -3.03076 -0.88654
C -0.16665 -1.98975 -0.04167
C 0.48550 -1.51388 1.33669
N -0.35566 -1.76101 2.54820
C -0.29615 -3.11229 3.10231
C -1.10513 -3.53778 4.34843
C -1.99237 -2.47506 5.06422
C -2.01169 -1.04544 4.41684
C -1.17800 -0.71112 3.12736
C -1.31080 0.76504 2.53202
C -0.28523 1.83492 3.14567
C 1.06406 2.05225 2.30404
S 0.82901 2.30206 0.47627
C -1.53937 -1.46359 -0.54705
H -3.19847 -0.56948 -3.25100
H -4.16541 -2.09099 -2.92190
H -3.99923 -0.73638 -1.59633
H -1.59937 -3.32827 -3.81671
H 0.71561 -4.27213 -2.91791
H 1.66857 -3.42027 -0.52048
H 1.46125 -2.11108 1.49085
H 0.71912 -0.38744 1.21608
H 0.36225 -3.91079 2.61124
H -1.05528 -4.61822 4.73994
H -2.58710 -2.73872 6.00291
H -2.67087 -0.27017 4.94965
H -2.37148 1.12702 2.82352
H -1.31093 0.68639 1.39429
H 0.04672 1.55934 4.22102
H -0.82184 2.84870 3.24294
H 1.87002 1.24413 2.50165
H 1.53672 3.03162 2.70310
H -0.54235 2.29904 0.19486
H -2.13109 -0.73385 0.09633
C 1.72881 2.78381 -4.65844
C 2.88273 3.25586 -5.13244
C 3.90389 3.83159 -4.23120
O 4.95525 4.26394 -4.66243
C 3.59685 3.86208 -2.78511
C 2.44281 3.38984 -2.31195
C 1.42259 2.81461 -3.21276
O 0.36867 2.38137 -2.77930
H 0.96970 2.35963 -5.30376
H 3.12324 3.24030 -6.18825
H 4.35566 4.28625 -2.13938
H 2.19981 3.40417 -1.25651
*
```

=====

Record 4
DFT (the ωB97M-V functional and the def2-TZVPD basis) results for a cluster of 2 separate species, C16H23N2S in total at a distorted geometry.

Computed properties:
- relative energy (zero: lowest compared OMol25 entry of this formula, charge and spin) (kcal per mole) = 25.6
- HOMO-LUMO gap (eV) = 5.29
- F_max (hartree/bohr) = 0.0534

ORCA input file:
```
! RIJCOSX wB97M-V def2-TZVPD def2/J DEFGRID3
* xyz 1 1
C 2.70383 2.79275 0.26666
C 2.41708 1.41102 -0.31545
N 1.25131 0.82133 0.19360
C 0.21124 1.57716 0.33340
N 0.24691 2.97335 0.14821
C 1.52080 3.69871 -0.03233
C -0.94798 3.84086 0.23343
C -1.96889 3.31858 1.24192
C -2.51971 1.97488 0.78655
S -1.28522 0.69564 0.79089
H 2.84777 2.70323 1.35054
H 3.64190 3.20467 -0.13103
H 2.29967 1.47462 -1.40489
H 3.26023 0.72373 -0.15510
H 1.52066 4.57932 0.62088
H 1.55617 4.06373 -1.06598
H -0.63590 4.86197 0.48392
H -1.39506 3.89886 -0.76559
H -1.47632 3.19513 2.21465
H -2.77482 4.04735 1.41933
H -3.36138 1.65262 1.40870
H -2.90088 2.04629 -0.23589
C 0.50641 -3.12340 1.94707
C 0.72151 -2.71556 0.52941
C 2.08366 -2.23939 0.14200
C -0.28008 -2.93766 -0.42325
C -0.20783 -2.41182 -1.75141
C -1.19707 -2.64706 -2.66975
C -2.29394 -3.42642 -2.33809
C -2.40849 -3.95988 -1.06344
C -1.44060 -3.71737 -0.12211
H -0.52904 -2.95814 2.25122
H 0.74017 -4.18006 2.09355
H 1.12837 -2.54178 2.62945
H 2.07685 -1.67644 -0.79062
H 2.51057 -1.58345 0.90207
H 2.76111 -3.08660 0.00898
H 0.60868 -1.77210 -2.02808
H -1.12962 -2.22052 -3.65951
H -3.06126 -3.61436 -3.07053
H -3.26420 -4.56984 -0.81972
H -1.53661 -4.17395 0.84635
*
```

=====

Record 5
DFT (the ωB97M-V functional and the def2-TZVPD basis) results for a structure of composition C22H32BCoF10N7O5S4 at a distorted geometry.

Computed properties:
- relative energy (zero: lowest compared OMol25 entry of this formula, charge and spin) (kcal per mole) = 34.2
- HOMO-LUMO gap (spin up / spin down) (eV) = 7.27 / 8.44
- F_max (hartree/bohr) = 0.0402

ORCA input file:
```
! RIJCOSX wB97M-V def2-TZVPD def2/J DEFGRID3
* xyz 0 2
Co 0.07255 1.27847 -0.62864
F -2.90835 1.28837 -0.22794
C -3.04705 2.24697 0.68006
F -4.26825 2.76457 0.55676
F -2.97485 1.67167 1.88866
S -1.75495 3.62507 0.61056
O -0.48705 2.91357 0.62956
O -2.03215 4.35717 1.79766
N -2.03815 4.42157 -0.69624
S -1.50825 3.81647 -2.05704
O -1.20405 2.40927 -1.95104
O -0.58965 4.63637 -2.76384
C -3.10995 3.88827 -3.03614
F -4.04395 3.18587 -2.39874
F -3.53035 5.14727 -3.12354
F -2.99685 3.40897 -4.27054
S 2.08625 0.99017 1.13436
C 1.21925 0.65177 2.54296
N 1.62355 -0.37383 3.30406
C 0.93985 -0.80293 4.50516
C 0.17665 0.37537 5.10256
C -0.67075 1.02787 4.01366
N 0.21135 1.41727 2.93726
H 2.39875 -0.90913 2.94966
H 1.67435 -1.18213 5.21916
H 0.23505 -1.61143 4.27096
H 0.88045 1.11447 5.48626
H -0.45215 0.03427 5.92266
H -1.17305 1.92467 4.38066
H -1.43645 0.33047 3.64856
H -0.10085 2.11867 2.27396
F -0.13135 -0.32943 -1.99144
B -0.80625 -1.43803 -2.69194
F 0.19885 -2.21463 -3.21704
F -1.58905 -0.91663 -3.66944
F -1.52425 -2.14803 -1.76924
C 5.00115 2.22567 -3.77344
N 4.18345 1.60317 -2.74624
C 4.75095 1.74127 -1.42114
C 2.81665 1.63517 -2.87954
S 1.89655 2.47627 -1.71954
N 2.29595 1.02717 -3.94344
C 0.90985 1.13877 -4.31974
C 3.04985 0.11427 -4.77214
H 5.23425 3.25777 -3.48714
H 4.47495 2.24907 -4.72234
H 5.93665 1.67307 -3.88604
H 5.69645 1.19437 -1.40054
H 4.07185 1.31527 -0.68724
H 4.93375 2.78537 -1.15144
H 0.38395 1.82307 -3.65984
H 0.42825 0.16427 -4.26034
H 0.84425 1.50037 -5.34764
H 3.98525 -0.15273 -4.28684
H 3.25465 0.55667 -5.75164
H 2.45085 -0.78673 -4.91734
C -1.18545 -4.80133 0.79246
N -0.41255 -3.59473 0.95176
N -1.05505 -2.39323 1.17456
C -0.31185 -1.36713 0.64306
O -0.64885 -0.16683 0.74236
C 0.85145 -1.97873 0.09196
C 0.71195 -3.32773 0.22956
C 1.57395 -4.41873 -0.28464
C -2.11185 -2.29023 2.09146
C -3.16505 -1.41593 1.84926
C -4.17725 -1.29753 2.78626
C -4.16705 -2.06693 3.93866
C -3.12115 -2.94343 4.17426
C -2.08445 -3.04533 3.26486
H -2.05775 -4.76163 1.43936
H -0.57615 -5.65923 1.07366
H -1.51205 -4.91133 -0.24384
H 1.64165 -1.44933 -0.40434
H 2.50705 -4.00453 -0.65144
H 1.07405 -4.91523 -1.11504
H 1.78695 -5.15343 0.48896
H -3.17635 -0.83913 0.94026
H -4.98885 -0.60803 2.61556
H -4.96845 -1.98413 4.65636
H -3.10435 -3.54583 5.07056
H -1.26115 -3.72063 3.45536
*
```